{
  "formula": "C12H25N3O3",
  "method": "wB97M-V/def2-TZVPD",
  "symbols": ["C", "C", "C", "C", "C", "C", "C", "C", "C", "C", "C", "C", "H", "H", "H", "H", "H", "H", "H", "H", "H", "H", "H", "H", "H", "H", "H", "H", "H", "H", "H", "H", "H", "H", "H", "H", "H", "N", "N", "N", "O", "O", "O"],
  "xyz": [[0.593, 1.492, 0.456], [-0.015, 0.374, 1.241], [0.036, 1.742, -0.911], [0.387, 3.234, -1.273], [-0.351, 3.536, -2.610], [0.038, 4.803, -3.330], [0.153, -1.769, 2.279], [1.124, -2.016, 3.414], [0.336, -3.055, 1.555], [-0.768, -3.534, 0.445], [-0.550, -4.862, -0.128], [-2.124, -3.318, 0.926], [2.500, 2.226, 0.391], [2.262, 0.912, -0.637], [0.238, 2.269, 1.135], [0.553, 1.155, -1.719], [-1.115, 1.519, -1.026], [1.476, 3.072, -1.483], [0.189, 3.786, -0.229], [-0.238, 2.495, -3.215], [-1.467, 3.311, -2.131], [-0.554, 5.505, -2.662], [1.253, 5.059, -3.256], [-0.488, 6.401, -4.481], [-1.461, 4.684, -4.514], [1.783, -0.847, 1.563], [-0.953, -1.565, 2.618], [1.345, -3.124, 1.110], [0.281, -3.890, 2.250], [-0.378, -2.831, -0.413], [-0.690, -5.463, 0.935], [-1.220, -5.384, -0.881], [0.505, -4.834, -0.558], [-2.893, -4.100, 0.244], [-2.516, -2.209, 0.825], [-2.174, -3.756, 2.275], [1.034, -2.858, 5.112], [2.124, 1.261, 0.377], [-0.401, 5.190, -4.666], [0.747, -0.696, 1.558], [-1.271, 0.478, 1.605], [2.197, -1.506, 3.632], [0.475, -2.884, 4.178]],
  "forces_ev_per_a": [[1.4058, -1.6216, 0.6434], [-3.8308, -0.5522, 0.8575], [-1.8551, 0.3804, -1.4933], [0.5263, -1.4488, 0.9272], [-1.6915, -4.3468, 0.9014], [1.8760, 2.6922, 2.7665], [-0.5670, 0.4005, 0.4660], [-1.3022, 1.0118, 0.6896], [-1.3793, -3.5776, -2.2476], [2.9639, 4.5583, -2.0461], [1.4717, -3.2314, 2.3093], [-4.2769, -1.0487, 1.7006], [0.1583, -0.9099, -0.0975], [-0.0281, 0.8084, 2.1791], [0.8969, 0.7898, -0.1965], [-0.5397, -0.0347, 0.9604], [2.1217, 0.4752, 0.5563], [-0.5590, 1.2207, 0.4237], [0.3675, -0.2530, -2.9413], [0.0901, 2.4824, 0.8774], [1.9665, 1.6581, -2.1090], [1.5501, -0.1741, -0.0275], [-3.1159, -0.9461, 0.1653], [-0.2960, -4.7508, -1.2629], [2.9675, 2.5795, -1.4683], [-1.3006, 1.5411, -0.6220], [2.4265, -0.2127, -0.5804], [-0.3459, 0.2158, 0.0077], [0.0824, -0.0038, 0.2851], [-1.7483, -0.4449, 1.0978], [0.9248, 0.1392, -2.7910], [0.3960, 1.4126, 0.9379], [-1.1409, -0.8710, 0.8236], [1.9512, 2.4906, 2.3072], [0.7183, -2.3655, 0.5906], [-0.1004, 1.4182, -4.2188], [-1.9900, -0.5152, -3.2029], [-1.4072, 1.0949, -1.6467], [-3.9152, 1.2427, 1.2042], [-0.2797, 0.1955, -0.4779], [4.5849, -0.6402, -1.4310], [-0.5868, -0.6193, -0.1979], [2.8098, -0.2392, 5.3810]],
  "e_lumo_ev": 0.598,
  "e_above_lowest_kcal_mol": 191.3,
  "charge": 0,
  "gap_ev": 10.07,
  "e_homo_ev": -9.4769
}

{
  "formula": "C12H25NO2",
  "method": "wB97M-V/def2-TZVPD",
  "symbols": ["C", "C", "C", "C", "C", "C", "C", "N", "O", "C", "C", "C", "C", "H", "H", "H", "H", "H", "H", "H", "H", "H", "H", "H", "H", "H", "H", "H", "H", "H", "H", "H", "H", "H", "H", "C", "O", "H", "H", "H"],
  "xyz": [[-1.534, 2.593, -0.801], [-0.433, 1.564, -1.117], [-0.032, 1.780, -2.579], [-0.950, 0.119, -1.021], [-0.909, -0.639, 0.312], [-0.996, -2.121, -0.034], [-2.038, -0.278, 1.308], [0.407, -0.395, 0.945], [0.724, -1.183, 1.898], [1.038, 0.946, 1.036], [2.535, 0.707, 1.216], [0.490, 1.673, 2.274], [0.809, 1.806, -0.225], [-1.110, 3.591, -0.663], [-2.093, 2.346, 0.101], [-2.253, 2.648, -1.623], [0.864, 1.208, -2.826], [-0.832, 1.450, -3.247], [0.164, 2.837, -2.786], [-1.983, 0.090, -1.387], [-0.365, -0.486, -1.720], [-1.910, -2.279, -0.613], [-0.150, -2.450, -0.636], [-1.033, -2.740, 0.860], [-2.802, -1.056, 1.288], [-1.653, -0.233, 2.326], [-2.525, 0.669, 1.081], [2.760, 0.345, 2.218], [3.076, 1.642, 1.045], [2.884, -0.041, 0.503], [1.071, 2.586, 2.433], [-0.556, 1.958, 2.149], [0.585, 1.035, 3.153], [1.703, 1.738, -0.851], [0.774, 2.841, 0.125], [1.253, -4.855, -0.852], [1.073, -4.799, -2.180], [2.133, -5.467, -0.496], [1.427, -3.862, -0.348], [0.386, -5.286, -0.264]],
  "forces_ev_per_a": [[-0.0791, -0.1270, 0.0957], [-0.1201, 0.1088, 0.1966], [0.0739, 0.1381, -0.1110], [-0.0217, -0.0902, -0.0820], [0.1053, 0.2414, -0.0981], [-0.0209, -0.1376, 0.0282], [-0.0442, -0.0166, -0.0477], [0.0674, -0.0443, 0.3253], [-0.0560, 0.1001, -0.1406], [-0.2687, -0.0110, -0.0721], [0.1433, 0.0568, 0.0461], [-0.0099, 0.0225, -0.0142], [0.0738, -0.0616, -0.0771], [0.0096, -0.0139, -0.0765], [0.0581, 0.0500, 0.0594], [-0.0126, -0.0697, 0.0336], [-0.0389, -0.0222, -0.0152], [-0.0111, 0.0485, 0.0298], [0.0415, -0.0326, 0.0321], [0.0569, -0.0146, -0.0226], [-0.0056, 0.0083, 0.0181], [0.0249, -0.0346, 0.0333], [-0.0101, -0.0393, -0.0029], [0.0108, 0.0151, 0.0206], [-0.0281, 0.0457, -0.0520], [0.0247, -0.0737, -0.0141], [0.0275, 0.0477, 0.0168], [-0.0299, -0.0166, -0.0286], [-0.0239, -0.0142, 0.0352], [-0.0039, 0.0572, -0.0343], [-0.0184, -0.0341, 0.0301], [0.0068, -0.0156, -0.0215], [-0.0105, 0.0054, -0.0263], [-0.0544, -0.1711, 0.0134], [0.1328, 0.0329, -0.0935], [-0.0069, 0.0194, 0.1543], [-0.0412, 0.0728, -0.0471], [-0.0262, -0.0333, -0.0875], [0.0518, -0.0104, 0.0269], [0.0330, 0.0136, -0.0307]],
  "e_lumo_ev": [2.550, 2.548],
  "s_squared": 0.754,
  "charge": -1,
  "gap_ev": [4.40, 4.40],
  "e_homo_ev": [-1.8553, -1.8542],
  "multiplicity": 2
}

{
  "formula": "C12H26BF5NO6S2Si",
  "method": "wB97M-V/def2-TZVPD",
  "symbols": ["C", "O", "B", "O", "Si", "S", "C", "O", "O", "S", "O", "O", "C", "F", "F", "C", "F", "F", "F", "H", "H", "H", "H", "H", "H", "H", "H", "C", "C", "C", "N", "C", "C", "C", "C", "C", "H", "H", "H", "H", "H", "H", "H", "H", "H", "H", "H", "H", "H", "H", "H", "H", "H", "H"],
  "xyz": [[4.060, -0.118, -3.350], [5.242, 0.643, -3.054], [4.993, 1.914, -2.575], [5.493, 2.980, -3.287], [3.897, 2.093, -0.928], [5.008, 2.702, 0.862], [4.204, 1.853, 2.269], [4.879, 4.109, 1.141], [6.392, 2.292, 0.821], [2.265, 3.513, -1.355], [2.398, 4.755, -0.656], [2.270, 3.778, -2.775], [0.630, 2.800, -0.790], [0.883, 1.711, -0.006], [-0.054, 3.668, -0.065], [-0.308, 2.319, -1.934], [-1.451, 1.894, -1.339], [0.204, 1.298, -2.599], [-0.669, 3.282, -2.738], [3.870, -0.789, -2.491], [3.167, 0.498, -3.561], [4.204, -0.763, -4.230], [5.023, 2.952, -4.140], [3.292, 0.786, -0.640], [3.199, 1.517, 1.951], [4.075, 2.570, 3.089], [4.761, 0.951, 2.556], [-0.568, -0.704, 1.146], [-1.564, -1.086, 0.052], [-3.028, -0.920, 0.418], [-3.587, -1.870, 1.482], [-3.800, -1.106, 2.757], [-4.931, -2.415, 1.002], [-4.551, -3.590, 0.130], [-3.412, -4.251, 0.897], [-2.790, -3.143, 1.750], [-0.756, -1.211, 2.095], [0.442, -0.970, 0.832], [-0.586, 0.369, 1.334], [-1.372, -2.098, -0.314], [-1.373, -0.436, -0.803], [-3.622, -1.068, -0.483], [-3.222, 0.097, 0.761], [-4.501, -0.298, 2.558], [-2.842, -0.712, 3.090], [-4.215, -1.778, 3.505], [-5.485, -2.741, 1.883], [-5.479, -1.627, 0.489], [-4.200, -3.252, -0.848], [-5.384, -4.269, -0.039], [-2.683, -4.706, 0.227], [-3.787, -5.045, 1.543], [-1.735, -3.001, 1.551], [-2.898, -3.378, 2.807]],
  "forces_ev_per_a": [[-0.2192, -1.0060, 0.5338], [-1.0922, 0.5631, -0.3324], [1.6031, 0.0920, -1.5528], [-1.1297, -0.2526, 0.6351], [0.1683, -0.8633, 0.0738], [1.3898, 1.2283, 3.0068], [-0.6808, -0.5733, -0.5901], [-1.0879, 0.1649, -0.6285], [-0.3873, -1.2157, -0.8832], [0.3659, 3.0938, -0.9466], [-0.0859, -0.4472, 1.5488], [-0.5155, -1.9005, -0.4730], [-0.5606, -0.7961, -0.3824], [0.2137, 0.1809, -0.1649], [0.2019, 0.4291, 0.0534], [-0.6839, 0.0875, 0.8197], [0.0610, -0.3558, 0.1267], [0.3326, -0.1669, -0.2064], [0.3578, 0.4834, -0.5154], [-0.2004, 0.2515, -0.3989], [0.3758, -0.0717, 0.1923], [0.3352, 0.4213, 0.2518], [0.7458, 0.2078, -0.1201], [-0.1941, -0.0441, 0.2345], [0.3198, 0.2501, 0.0900], [0.3563, -0.1064, -0.3431], [0.0742, 0.4611, -0.0941], [-0.0144, -0.0631, 0.0545], [0.2901, -0.0464, 0.2415], [0.1704, -0.1111, -0.5329], [-0.5017, -0.0246, 0.3433], [0.1222, -0.0936, -0.1967], [0.1568, -0.0020, -0.0944], [0.0053, -0.0263, -0.2322], [0.1426, -0.2622, -0.0326], [0.0613, -0.1909, 0.0153], [0.0348, -0.0184, -0.0112], [-0.0147, 0.0593, 0.0478], [-0.0604, -0.0311, 0.0240], [-0.0807, -0.0157, 0.0210], [-0.2138, -0.0294, -0.0251], [-0.0358, -0.0740, 0.1013], [-0.0163, -0.0801, 0.1288], [0.0642, 0.0272, 0.0269], [-0.0482, 0.0397, 0.0292], [0.0425, 0.0240, -0.0163], [0.0556, 0.0618, 0.0118], [0.0139, 0.0671, 0.1387], [-0.0838, 0.0451, 0.0129], [-0.0463, 0.1077, 0.0145], [-0.0170, 0.0452, 0.0281], [0.0034, 0.0437, -0.0176], [-0.0637, 0.2198, -0.0074], [-0.0299, 0.2135, -0.0079]],
  "e_lumo_ev": -2.558,
  "e_above_lowest_kcal_mol": 0.0,
  "charge": 1,
  "gap_ev": 9.70,
  "e_homo_ev": -12.2553
}

{
  "formula": "C12H26BHoN2O2P2",
  "method": "wB97M-V/def2-TZVPD",
  "symbols": ["Ho", "P", "C", "C", "N", "C", "C", "C", "C", "C", "P", "H", "H", "H", "H", "H", "H", "H", "H", "O", "H", "H", "O", "H", "C", "H", "H", "H", "C", "H", "H", "H", "C", "H", "H", "H", "C", "H", "H", "H", "B", "C", "N", "H", "H", "H"],
  "xyz": [[0.469, 1.069, 0.437], [2.439, -0.883, 0.870], [2.348, -0.925, -0.930], [1.135, -1.236, -1.544], [-0.066, -0.681, -1.131], [-1.236, -1.165, -1.634], [-1.262, -2.213, -2.539], [-0.085, -2.733, -3.043], [1.102, -2.175, -2.587], [-2.628, -0.612, -1.191], [-2.727, 1.050, -0.534], [2.053, -2.548, -2.939], [-2.245, -2.558, -2.827], [-0.104, -3.552, -3.754], [-3.294, -0.541, -2.094], [-3.033, -1.283, -0.383], [2.534, 1.057, -1.408], [3.292, -1.023, -1.469], [0.178, 4.155, -1.172], [2.285, 1.783, -0.780], [2.422, 2.439, -1.479], [-1.349, 0.843, -0.202], [-0.235, 4.106, -0.311], [0.506, 4.020, 0.294], [-3.001, 2.225, -1.883], [-3.922, 1.885, -2.372], [-3.100, 3.231, -1.437], [-2.132, 2.203, -2.563], [-3.922, 1.192, 0.739], [-3.702, 1.978, 1.464], [-4.866, 1.447, 0.245], [-4.036, 0.243, 1.270], [2.352, -2.713, 1.043], [3.356, -3.127, 0.840], [2.004, -2.918, 2.061], [1.629, -3.087, 0.296], [4.189, -0.472, 1.164], [4.276, -0.197, 2.224], [4.831, -1.337, 0.951], [4.500, 0.385, 0.554], [-0.197, 0.282, 5.130], [-0.109, 0.736, 3.680], [-0.023, 1.125, 2.568], [-1.226, 0.776, 5.599], [0.829, 0.704, 5.668], [-0.231, -0.953, 5.109]],
  "forces_ev_per_a": [[2.6208, -1.1842, 0.4361], [0.2237, -0.6567, -1.4589], [0.1267, 1.5326, 0.1026], [0.0448, -0.0166, -0.3573], [-0.6000, 0.9322, 1.1491], [-0.3597, -0.7506, -0.7149], [-1.7041, 1.4566, 1.1006], [1.9544, 0.4417, 0.1836], [-0.8797, -1.2837, -1.3012], [-0.4315, -0.8045, -0.4454], [0.8546, -1.0109, -1.2718], [0.0090, -0.0759, -0.0338], [0.1046, -0.2284, -0.2473], [0.1284, 0.1494, 0.0655], [0.3652, -0.8321, 0.8488], [0.0484, 0.4478, -0.9480], [-0.1044, -1.6470, 1.1669], [-0.3049, -0.5895, 0.0327], [0.1188, 0.4203, -0.5813], [0.1900, 1.1639, -1.7283], [-0.0540, 1.4022, 0.6073], [-1.9233, 1.1401, 0.0334], [-0.1397, -1.4873, 0.3564], [0.2226, 0.8019, 0.3885], [0.8639, 0.2695, 0.8106], [0.1802, 0.2168, 0.0023], [-0.1248, -0.3476, -0.4117], [-0.5141, -0.0336, 0.0975], [-0.2879, 0.1072, 0.8940], [0.0582, 0.0368, -0.0693], [0.0199, -0.0514, -0.0208], [0.0581, 0.1106, -0.0526], [-0.4104, 0.1837, 0.8373], [-0.5233, 0.1335, 0.1783], [0.2456, -0.5427, -0.2081], [0.3379, 0.1204, 0.5543], [-0.0376, 0.3017, 0.5651], [0.2703, -0.1029, -0.2747], [-0.2255, 0.2615, 0.0148], [-0.1055, -0.1886, 0.1631], [-0.0553, -0.3422, 0.6051], [0.0353, 0.3944, -0.3506], [-0.3357, -0.0835, -0.0573], [0.4716, -0.1872, -0.2955], [-0.4385, -0.1325, -0.2959], [0.0069, 0.5545, -0.0692]],
  "e_lumo_ev": [-7.222, -7.066],
  "s_squared": 6.005,
  "charge": 2,
  "gap_ev": [5.85, 6.03],
  "e_homo_ev": [-13.0672, -13.0945],
  "multiplicity": 5
}

{
  "formula": "C12H26BIN2P",
  "method": "wB97M-V/def2-TZVPD",
  "symbols": ["C", "C", "P", "B", "I", "C", "C", "H", "H", "H", "H", "H", "H", "H", "H", "H", "H", "H", "H", "C", "C", "C", "C", "N", "H", "H", "H", "H", "H", "H", "H", "C", "C", "C", "C", "N", "H", "H", "H", "H", "H", "H", "H"],
  "xyz": [[4.751, -5.472, 1.939], [3.283, -5.710, 1.523], [2.405, -4.287, 0.694], [0.747, -3.794, 1.630], [0.284, -1.584, 1.520], [3.565, -2.863, 0.421], [4.004, -2.042, 1.653], [4.984, -6.162, 2.759], [4.903, -4.476, 2.343], [5.449, -5.723, 1.142], [2.721, -6.041, 2.400], [3.276, -6.541, 0.817], [-0.155, -4.355, 1.049], [0.737, -4.245, 2.765], [4.444, -3.218, -0.120], [3.013, -2.184, -0.229], [4.947, -2.385, 2.083], [3.242, -1.985, 2.426], [4.199, -1.012, 1.328], [1.667, 3.738, -1.088], [0.345, 3.396, -1.767], [-0.727, 2.930, -0.776], [-0.290, 1.722, -0.077], [0.053, 0.759, 0.447], [2.098, 2.866, -0.597], [2.392, 4.093, -1.822], [1.532, 4.522, -0.340], [0.516, 2.618, -2.513], [-0.025, 4.276, -2.298], [-1.657, 2.712, -1.304], [-0.933, 3.709, -0.039], [-6.605, 2.884, -2.131], [-5.350, 2.237, -1.558], [-4.809, 2.973, -0.325], [-4.457, 4.352, -0.675], [-4.190, 5.431, -0.952], [-6.408, 3.899, -2.478], [-6.972, 2.313, -2.985], [-7.402, 2.925, -1.386], [-4.579, 2.202, -2.330], [-5.571, 1.206, -1.280], [-3.922, 2.465, 0.056], [-5.556, 2.988, 0.469]],
  "forces_ev_per_a": [[-0.4134, -0.6816, 0.5885], [0.5468, 0.4180, 0.3016], [-0.5372, -0.2822, -1.8513], [-0.1544, -0.7186, 0.8003], [0.3596, -2.1113, 0.6201], [0.1032, -0.0288, 1.3397], [0.4028, 0.5213, -0.4353], [0.1412, -0.0157, -0.0417], [0.1678, 0.1033, -0.2351], [0.0495, 0.4249, -0.1356], [-0.1661, 0.1807, -0.0082], [-0.1253, -0.0440, 0.0167], [0.0442, 0.1588, -0.1559], [0.1548, 0.3277, 0.0914], [-0.0399, 0.0080, -0.1305], [-0.0947, -0.2024, -0.1686], [-0.0997, -0.2077, 0.0874], [-0.0742, -0.1604, -0.0110], [-0.0207, 0.0471, 0.1339], [0.0287, -0.0203, -0.0394], [0.1683, 0.1724, -0.0193], [0.1397, -0.0345, -0.1885], [-0.3082, 0.2064, -0.1447], [-0.0727, 2.0126, -0.5506], [-0.0488, -0.0059, 0.0414], [-0.0025, 0.0291, 0.0074], [0.0073, -0.0054, 0.0117], [-0.0830, -0.0363, 0.0118], [-0.0966, -0.0330, 0.0117], [-0.0250, 0.0139, 0.0372], [-0.0133, 0.0096, -0.0062], [0.0222, -0.0132, -0.0340], [-0.2173, -0.0337, -0.1069], [0.0264, -0.0882, -0.3514], [-0.0032, -0.2133, 0.3371], [0.0689, 0.2093, -0.1217], [0.0058, 0.0205, 0.0523], [-0.0233, -0.0159, 0.0161], [-0.0087, 0.0120, -0.0044], [0.0676, -0.0254, 0.0618], [0.0950, -0.0060, 0.0675], [0.0099, 0.0605, 0.0780], [0.0184, 0.0472, 0.0268]],
  "e_lumo_ev": 2.251,
  "charge": -1,
  "gap_ev": 4.80,
  "e_homo_ev": -2.5454
}

Listing electronic energy for the structures above in their given order: -23455.4660 -18432.1547 -70445.3043 -64976.3559 -33911.8800 eV.